{"formula": "C52H114F3N6O3S", "method": "ωB97M-V/def2-TZVPD", "homo_lumo_gap_ev": 6.96, "e_tot_ha": -3300.0637, "homo_ha": -0.51535, "lumo_energy_ha": -0.2595, "total_charge": 5, "species": ["C", "C", "C", "N", "C", "C", "C", "C", "C", "H", "H", "H", "H", "H", "H", "H", "H", "H", "H", "H", "H", "H", "H", "H", "H", "H", "H", "C", "C", "C", "N", "C", "C", "C", "C", "C", "H", "H", "H", "H", "H", "H", "H", "H", "H", "H", "H", "H", "H", "H", "H", "H", "H", "H", "C", "C", "C", "N", "C", "C", "C", "C", "C", "H", "H", "H", "H", "H", "H", "H", "H", "H", "H", "H", "H", "H", "H", "H", "H", "H", "H", "C", "C", "C", "N", "C", "C", "C", "C", "C", "C", "H", "H", "H", "H", "H", "H", "H", "H", "H", "H", "H", "H", "H", "H", "H", "H", "H", "H", "H", "H", "C", "C", "C", "N", "C", "C", "C", "C", "C", "C", "H", "H", "H", "H", "H", "H", "H", "H", "H", "H", "H", "H", "H", "H", "H", "H", "H", "H", "H", "H", "C", "C", "C", "N", "C", "C", "C", "C", "C", "C", "H", "H", "H", "H", "H", "H", "H", "H", "H", "H", "H", "H", "H", "H", "H", "H", "H", "H", "H", "H", "C", "F", "F", "F", "S", "O", "O", "O"], "xyz": [[-11.428244, 1.289726, 1.812019], [-10.573644, 0.618746, 2.884159], [-9.018304, 0.696936, 2.680489], [-8.188844, -0.385804, 3.466799], [-8.561354, -0.235874, 4.967049], [-8.497834, -1.802334, 2.959589], [-7.268304, -2.633554, 3.012649], [-6.194204, -1.730724, 3.584729], [-6.666444, -0.305464, 3.280899], [-12.307094, 0.678236, 1.607599], [-10.932894, 1.395436, 0.846849], [-11.770914, 2.259166, 2.173769], [-10.934964, -0.403264, 2.998329], [-10.821804, 1.087456, 3.836439], [-8.743154, 1.656316, 3.118649], [-8.881804, 0.531796, 1.611759], [-8.308994, -1.180404, 5.449019], [-9.597134, -0.037254, 5.242389], [-8.062054, 0.689356, 5.254689], [-9.320844, -2.145624, 3.586409], [-8.781724, -1.749384, 1.908549], [-7.307544, -3.506754, 3.663869], [-7.058564, -2.943294, 1.988849], [-6.181414, -1.885114, 4.663659], [-5.196094, -1.993394, 3.234189], [-6.375904, 0.449076, 4.011889], [-6.464424, 0.133466, 2.303849], [1.060696, -3.813814, -5.722931], [-0.198014, -2.928044, -6.019731], [-1.059904, -2.613084, -4.757151], [-2.267874, -1.716814, -4.940791], [-1.781374, -0.257614, -5.276971], [-3.229404, -1.627654, -3.717541], [-4.611434, -1.519114, -4.333331], [-4.632094, -2.381704, -5.570991], [-3.216164, -2.265944, -6.124861], [1.904926, -3.243004, -5.336221], [1.424076, -4.165364, -6.688571], [0.814636, -4.699244, -5.136781], [-0.789044, -3.442444, -6.777471], [0.150926, -1.976634, -6.421161], [-0.491094, -2.108304, -3.976281], [-1.473584, -3.492054, -4.262791], [-2.708684, 0.312896, -5.329101], [-1.239084, -0.113504, -6.211451], [-1.219574, 0.075716, -4.404401], [-2.997774, -0.842184, -2.998201], [-3.139394, -2.596204, -3.225701], [-5.000644, -0.520744, -4.533021], [-5.409224, -1.908684, -3.700981], [-5.373844, -2.091754, -6.315191], [-4.814874, -3.410654, -5.261201], [-3.175754, -1.699284, -7.055111], [-2.854354, -3.254534, -6.407501], [6.308266, 1.765816, -4.133221], [6.891326, 2.310086, -2.872641], [8.479656, 2.259526, -2.815361], [9.052006, 3.183176, -1.704251], [8.830936, 4.714126, -1.955031], [10.586866, 2.992496, -1.591271], [10.785916, 1.751046, -0.681001], [9.475286, 1.515436, 0.030579], [8.584906, 2.749106, -0.260571], [5.250496, 1.976266, -4.291131], [6.505036, 0.697826, -4.226871], [6.834616, 2.254156, -4.953331], [6.517916, 1.667626, -2.075201], [6.543626, 3.314596, -2.631471], [8.878496, 2.498786, -3.801151], [8.702226, 1.231476, -2.529541], [9.354526, 4.992656, -2.869571], [9.268246, 5.124666, -1.044911], [7.745436, 4.810676, -1.933001], [11.123966, 3.806776, -1.104881], [10.995306, 2.934456, -2.600181], [11.651866, 1.913536, -0.039261], [10.986686, 0.813196, -1.198901], [9.582176, 1.336666, 1.100489], [8.983836, 0.567436, -0.188231], [8.889506, 3.521166, 0.445989], [7.543206, 2.442676, -0.355841], [-5.332044, 6.251966, -1.413941], [-6.758984, 6.332426, -1.771941], [-7.022494, 7.386746, -2.971391], [-8.563414, 7.796326, -3.043251], [-8.793804, 8.767266, -4.233541], [-8.119934, 10.169306, -4.102361], [-8.635144, 10.777426, -2.809921], [-8.429974, 9.816826, -1.611691], [-9.066714, 8.455846, -1.701711], [-9.404404, 6.591566, -3.461241], [-4.733444, 6.054676, -2.303251], [-5.110724, 5.600066, -0.568871], [-4.985744, 7.248076, -1.138381], [-7.242104, 6.556176, -0.820821], [-7.080654, 5.323686, -2.030891], [-6.833594, 6.986886, -3.967651], [-6.454764, 8.306216, -2.828731], [-8.497854, 8.279946, -5.162541], [-9.865514, 8.963946, -4.262681], [-7.044334, 10.045266, -3.976691], [-8.208954, 10.803446, -4.984431], [-8.235864, 11.779626, -2.654071], [-9.711474, 10.948096, -2.831581], [-7.382504, 9.664886, -1.351231], [-8.833804, 10.220756, -0.683331], [-8.829954, 7.829786, -0.841421], [-10.144664, 8.400006, -1.853411], [-9.123504, 6.238136, -4.453361], [-10.420864, 6.984346, -3.436141], [-9.226994, 5.792006, -2.741981], [4.743376, 0.117196, 9.135149], [5.303166, 1.373316, 8.397119], [4.190726, 2.481666, 8.143329], [4.758306, 3.848726, 7.751489], [5.464736, 4.508686, 8.986509], [5.830926, 5.912476, 8.725739], [4.597826, 6.749166, 8.321189], [3.836906, 6.254826, 7.094829], [3.491516, 4.751896, 7.300359], [5.757866, 3.720036, 6.554629], [5.559116, -0.593674, 9.266829], [3.953776, -0.265204, 8.488309], [4.275656, 0.271696, 10.107499], [5.647766, 1.099706, 7.399879], [6.158506, 1.776066, 8.939599], [3.642646, 2.566766, 9.081669], [3.547946, 2.108886, 7.345849], [4.752756, 4.347326, 9.795929], [6.373596, 3.924026, 9.128769], [6.175106, 6.323906, 9.674609], [6.632046, 5.966936, 7.988629], [4.030616, 6.893826, 9.240679], [4.974486, 7.746606, 8.094629], [3.042416, 6.962266, 6.857339], [4.462776, 6.361136, 6.208769], [2.782476, 4.549086, 8.103009], [3.146006, 4.356196, 6.345299], [5.195346, 3.214146, 5.769929], [6.684156, 3.256626, 6.894199], [6.005276, 4.741176, 6.264489], [2.001846, -9.218324, -1.076391], [2.437626, -10.440344, -1.865101], [3.782826, -10.957214, -1.344361], [4.617796, -11.850124, -2.365711], [6.087436, -12.020714, -1.851181], [7.003136, -12.882354, -2.789771], [6.277206, -14.262504, -3.063671], [4.786256, -14.042644, -3.535271], [3.915606, -13.225524, -2.521171], [4.584966, -11.071134, -3.721881], [2.091156, -9.212664, 0.009929], [0.943166, -9.026574, -1.251101], [2.435706, -8.295554, -1.461571], [2.373576, -10.266874, -2.939301], [1.646176, -11.138984, -1.593771], [3.689576, -11.570084, -0.447821], [4.443616, -10.103954, -1.191351], [5.948086, -12.528464, -0.896781], [6.606586, -11.069704, -1.732221], [7.954306, -13.048934, -2.284161], [7.167016, -12.376954, -3.741511], [6.267366, -14.966984, -2.231981], [6.727166, -14.789324, -3.905151], [4.446216, -15.074104, -3.627931], [4.816216, -13.714634, -4.574311], [3.889666, -13.739774, -1.560451], [2.926426, -13.083754, -2.956511], [5.307316, -11.594284, -4.348481], [4.908066, -10.033264, -3.640991], [3.640676, -11.090214, -4.265991], [2.257856, -1.157724, 2.086339], [3.023556, -1.282114, 3.163389], [2.958896, -1.324724, 0.955499], [1.303626, -2.128174, 2.149739], [1.442296, 0.607476, 1.949349], [0.534706, 0.501716, 0.831279], [0.733406, 0.846476, 3.187369], [2.519436, 1.542636, 1.695239]], "forces_ev_per_angstrom": [[-0.012, 0.086, -0.174], [0.371, -0.571, 0.839], [-1.078, -0.936, 0.760], [-1.624, 0.058, -0.382], [0.532, 0.073, -0.777], [-1.654, 0.665, 0.285], [0.999, -0.642, 0.119], [0.342, 0.510, 0.073], [-0.611, 0.818, 0.969], [-0.035, 0.105, 0.145], [0.178, 0.153, 0.036], [0.052, 0.033, -0.334], [0.392, -0.238, -0.124], [0.071, 0.005, 0.038], [0.633, 0.019, -0.664], [0.794, 0.339, 0.157], [0.576, 0.499, 0.284], [-0.276, -0.329, -1.063], [0.495, -0.530, 0.551], [-0.060, -0.192, -0.391], [-0.523, 0.406, 0.256], [-0.431, -0.099, -0.322], [0.301, -0.221, 0.199], [0.122, 0.247, 0.052], [-0.057, 0.375, -0.117], [0.493, -0.170, -0.060], [-0.045, -0.521, -0.197], [-0.611, 0.506, -0.689], [0.084, 0.048, 0.988], [-0.071, -0.201, 0.480], [-0.446, 1.471, -2.282], [-1.334, -0.815, 0.839], [0.020, -0.775, -0.830], [-1.563, 0.288, 0.345], [0.841, -0.116, -0.036], [0.514, -0.672, 0.283], [-0.292, -0.057, 0.522], [-0.116, -0.125, -0.048], [0.129, 0.187, 0.197], [-0.078, 0.151, 0.063], [-0.051, -0.050, -0.225], [0.353, -0.006, -0.117], [0.174, -0.371, -0.331], [0.130, 0.141, -0.063], [-0.001, -0.678, 0.152], [0.143, -0.040, -0.205], [0.450, 0.031, -0.394], [0.082, 0.043, 0.085], [0.722, 0.359, -0.129], [0.357, -0.062, 0.607], [0.034, -0.006, 0.172], [-0.078, -0.035, -0.212], [0.426, 0.649, 0.506], [0.243, 0.117, 0.291], [0.689, 0.249, -1.317], [0.874, 0.042, 1.620], [-1.874, 0.225, 0.905], [1.350, 0.710, 0.369], [-0.345, -2.385, 1.054], [-0.170, -1.257, -0.063], [0.428, -0.542, -0.878], [-0.999, 0.119, 1.087], [0.881, -1.356, -1.519], [0.053, -0.105, 0.397], [-0.171, -0.023, -0.001], [-0.131, -0.096, -0.408], [0.042, 0.157, 0.350], [-0.067, 0.052, -0.296], [0.406, 0.274, 0.330], [0.578, 0.164, -0.133], [-0.317, 0.080, 0.132], [-0.071, 0.528, -0.417], [0.270, 0.616, -0.395], [-0.840, 0.506, -0.032], [-0.099, -0.264, 0.034], [-0.253, 0.076, 0.156], [0.343, 0.328, -0.495], [0.212, 0.733, 0.228], [-0.031, 0.128, -0.936], [-0.682, 0.315, -0.325], [-0.012, 0.754, 0.539], [1.798, 1.152, -0.465], [-1.110, 0.395, -1.006], [-1.853, -0.744, 1.595], [1.216, -0.338, -0.798], [0.457, 1.374, 0.121], [0.300, -1.255, 1.112], [-0.657, -0.053, 0.566], [0.134, 0.550, 0.697], [0.120, -0.714, -2.211], [0.559, 0.640, 1.137], [0.251, -0.635, 0.175], [-0.044, -0.195, -0.337], [0.070, 0.116, 0.349], [-0.631, 0.481, -0.390], [-0.361, 0.116, -0.384], [0.244, -0.169, 0.201], [-0.086, -0.187, 0.066], [0.041, -0.299, 0.262], [-0.098, -0.330, 0.003], [0.205, -0.100, -0.149], [-0.564, -0.262, -0.007], [0.359, -0.234, 0.319], [-0.231, -0.012, -0.429], [0.260, 0.094, -0.255], [-0.137, 0.448, -0.078], [0.162, -0.080, -0.345], [-0.099, 0.595, 0.237], [0.019, 0.294, 0.071], [-0.068, -0.580, -0.121], [-0.330, 0.106, 0.013], [-0.033, 0.781, -0.921], [-0.861, 0.686, 0.067], [1.620, -0.990, 0.544], [-0.259, 0.743, -0.713], [-0.454, -1.823, -1.173], [-0.890, 1.003, -0.204], [1.186, 0.904, 0.013], [0.955, -0.849, 0.993], [0.940, 0.077, -0.148], [-1.268, 0.839, 1.371], [-0.245, -0.126, -0.161], [0.125, -0.542, 0.070], [0.238, 0.487, 0.024], [0.206, -0.347, 0.138], [-0.073, 0.123, 0.061], [-0.230, 0.474, -0.213], [-0.122, 0.354, 0.004], [0.174, 0.215, 0.130], [-0.246, -0.215, 0.294], [0.378, 0.002, -0.111], [0.069, 0.145, 0.075], [-0.648, -0.256, -0.252], [-0.038, 0.142, 0.004], [-0.699, -0.716, 0.311], [0.325, -0.217, -0.001], [-0.100, 0.244, -0.160], [-0.038, -0.478, 0.262], [0.449, -0.149, -0.004], [-0.363, -0.364, -0.102], [-0.146, -0.171, -0.166], [-0.548, 1.533, -0.506], [-0.615, -0.814, 1.247], [1.134, -0.446, -1.345], [-1.368, 1.637, -0.352], [-0.036, -0.844, -0.956], [-2.048, -1.321, 0.468], [-0.670, 1.238, -0.704], [1.070, -0.929, 0.971], [1.936, 0.006, -1.991], [1.107, -1.271, 0.097], [0.415, -0.484, -0.077], [-0.181, -0.318, -0.042], [0.536, 0.010, 0.171], [0.192, 0.112, 0.258], [0.209, -0.627, -0.476], [-0.007, 0.239, 0.034], [0.055, -0.084, 0.316], [0.185, 0.153, 0.080], [-0.756, 0.314, 0.179], [-0.029, 0.209, -0.034], [0.176, 0.048, 0.121], [0.247, 0.343, 0.299], [0.374, 0.072, 0.163], [-0.685, 0.121, 0.224], [-0.410, 0.627, 0.197], [-0.031, 0.311, 0.047], [-0.015, 0.300, 0.416], [-0.095, 0.245, -0.028], [0.008, -0.150, 0.623], [-0.090, -0.368, 0.606], [-1.829, 1.618, -0.341], [0.371, -0.140, -0.217], [0.317, -0.531, 0.394], [0.689, 0.469, -0.134], [-0.729, 0.844, 0.129], [-0.088, -0.936, -0.765], [0.450, -0.666, 0.624], [0.814, -0.625, 0.217]]}